Entry from the OMol25 dataset: an isolated molecule of C24H29N5O (ωB97M-V/def2-TZVPD).

CARTESIAN COORDINATES (ANGSTROEM)
1 C 5.3369 1.2043 0.6585
2 N 4.0570 0.8254 0.1077
3 C 4.0650 -0.5689 -0.3242
4 C 2.6957 -1.1517 -0.4940
5 C 2.3364 -1.9357 -1.5782
6 C 1.0694 -2.4908 -1.6409
7 C 0.1557 -2.2589 -0.6263
8 C 0.5025 -1.4559 0.4467
9 C 1.7717 -0.9089 0.5210
10 C 2.2172 0.0234 1.5992
11 C 2.9116 1.2170 0.9210
12 C 1.9085 1.9380 0.0039
13 N 0.7076 2.2997 0.7244
14 C -0.4033 2.7208 -0.1179
15 C -1.0692 1.5362 -0.7324
16 C -2.0752 0.7288 -0.2152
17 C -2.7703 0.9646 1.0684
18 O -2.7247 2.0562 1.6273
19 N -3.4625 -0.0547 1.6073
20 C -3.6038 -1.4109 1.1136
21 C -4.5652 -2.0721 2.1016
22 C -4.3107 -1.3063 3.3981
23 C -4.1111 0.1178 2.8956
24 N -2.3805 -0.2708 -1.0783
25 C -1.5873 -0.1123 -2.1170
26 C -1.4833 -0.8723 -3.2911
27 C -0.5689 -0.5111 -4.2370
28 C 0.2450 0.6249 -4.0366
29 C 0.1362 1.3614 -2.8995
30 N -0.7544 0.9969 -1.9441
31 H 6.1140 0.9781 -0.0719
32 H 5.5819 0.6786 1.5964
33 H 5.3455 2.2769 0.8459
34 H 4.6260 -0.6233 -1.2638
35 H 4.5992 -1.1961 0.4162
36 H 3.0478 -2.1148 -2.3721
37 H 0.7924 -3.1034 -2.4863
38 H -0.8328 -2.6895 -0.6817
39 H -0.2128 -1.2449 1.2282
40 H 2.9292 -0.4729 2.2662
41 H 1.3703 0.3800 2.1832
42 H 3.2470 1.9184 1.6934
43 H 1.6375 1.2426 -0.7916
44 H 2.4154 2.8025 -0.4622
45 H 0.9124 3.0157 1.4125
46 H -0.0937 3.4316 -0.9064
47 H -1.1418 3.2014 0.5262
48 H -3.9780 -1.4096 0.0899
49 H -2.6292 -1.9112 1.1140
50 H -4.3843 -3.1409 2.1971
51 H -5.5961 -1.9209 1.7793
52 H -5.1327 -1.3854 4.1062
53 H -3.3993 -1.6683 3.8758
54 H -3.4843 0.7363 3.5411
55 H -5.0710 0.6311 2.7626
56 H -2.1321 -1.7244 -3.4061
57 H -0.4634 -1.0816 -5.1462
58 H 0.9573 0.9161 -4.7912
59 H 0.7297 2.2436 -2.7165

Values from the calculation:
net charge	0
energy relative to the best compared isomer or geometry (same formula, charge and spin)	0.3122	eV
Kohn-Sham gap	8.59	eV
electronic energy	-1280.9894	hartree
lowest unoccupied orbital energy	0.63	eV

These are the natural (NBO) partial charges, in e, on atoms 1 to 4:
1. C -0.398
2. N -0.449
3. C -0.241
4. C -0.063